3 unconnected molecules or ions with the total composition C5H14NO3S in a non-equilibrium geometry, computed with wB97M-V/def2-TZVPD.

Structure (XYZ):
```
24
Properties=species:S:1:pos:R:3:forces:R:3
C -1.791077 -1.387294 0.876688 -1.989 2.590 0.856
C -1.929254 -0.510762 2.207573 4.337 0.935 -0.434
S -1.994136 1.229112 1.753211 -0.383 0.879 -0.186
C -0.349545 -1.278946 0.408318 0.408 1.191 -1.808
N -0.041329 -0.746740 -0.859362 -0.352 -0.666 1.403
C -0.890886 0.248379 -1.480243 1.004 1.578 -0.629
C 0.126907 1.429484 -1.786381 -0.232 0.018 -0.543
O 0.569141 -1.644518 1.132058 0.252 -0.291 0.290
H -2.681733 -0.863892 0.222642 2.394 -2.021 1.103
H -1.937947 -2.365012 1.293530 -0.343 -1.031 -0.723
H -0.872036 -0.544094 2.761349 -2.392 -0.704 -0.828
H -2.697494 -0.755792 2.898458 -0.819 -0.758 0.228
H 0.935763 -0.465958 -1.051787 -0.801 -1.228 0.674
H -1.271763 -0.116542 -2.458108 -0.315 0.168 0.700
H -1.642352 0.627905 -0.734207 0.484 -0.349 -0.988
H -0.398222 2.362834 -1.834162 -0.736 0.559 -0.803
H 0.662209 1.661922 -0.850235 0.426 -0.668 -0.455
H 0.814542 1.314372 -2.729636 -1.303 0.001 2.093
H 1.820098 -0.317542 1.395605 1.353 2.093 0.028
H 2.127027 1.326514 1.481520 -0.082 -1.317 0.002
O 2.545272 0.442247 1.368624 -1.530 -1.022 -0.236
H 2.594505 0.269498 -0.737946 -0.805 0.666 4.474
H 3.549560 -0.131006 -1.654152 6.068 -2.716 -0.588
O 2.752749 0.215836 -1.623349 -4.644 2.092 -3.629
```
Positions in Å, forces in eV/Å.

Calculated values
- HOMO energy (eV) = -2.75
- orbital gap (eV) = 6.022
- lowest unoccupied orbital energy (eV) = 3.27
- total charge = -1

A molecular structure, C4H12CsO2 in a non-equilibrium geometry, computed with wB97M-V/def2-TZVPD.

Structure (XYZ):
```
19
Properties=species:S:1:pos:R:3:forces:R:3
Cs 2.293053 -1.975915 1.009774 -0.124 0.105 -0.051
C -3.625687 -3.995215 -0.191446 -0.703 0.268 -0.839
C -3.096047 -2.581705 -0.434436 0.013 -1.092 0.184
O -1.749017 -2.667735 -0.910286 0.537 0.790 0.632
H -4.712627 -3.968805 -0.268586 -0.137 -0.089 0.621
H -3.273767 -4.431025 0.743614 -0.150 0.130 -0.046
H -3.370587 -4.673455 -1.005686 0.356 0.007 -0.111
H -3.152167 -2.090075 0.536764 0.675 0.323 -0.084
H -3.700957 -1.967135 -1.101126 -0.100 -0.294 -0.265
H -1.693897 -3.288085 -1.640856 -0.351 -0.036 -0.030
C 3.377193 3.238935 -0.525336 -0.506 1.223 0.217
C 2.758823 3.981395 0.715014 0.455 -1.137 0.158
O 2.394403 2.900165 1.578034 -0.524 -0.625 0.450
H 2.970893 2.233215 -0.632866 -0.207 0.070 0.395
H 4.461363 3.143345 -0.465856 -0.071 0.204 0.047
H 3.094363 3.745525 -1.448086 0.319 0.169 -0.033
H 1.901813 4.637705 0.563714 -0.159 -0.284 -0.768
H 3.436003 4.598925 1.305074 0.620 0.066 -0.551
H 1.686843 3.159935 2.172584 0.057 0.202 0.074
```
Positions in Å, forces in eV/Å.

Calculated values
- HOMO energy (eV) = -12.69
- orbital gap (eV) = 8.948
- lowest unoccupied orbital energy (eV) = -3.75
- total charge = +1

A molecular structure, C21H21Cl5N7O3PW in a non-equilibrium geometry, computed with wB97M-V/def2-TZVPD.

Structure (XYZ):
```
59
Properties=species:S:1:pos:R:3:forces:R:3
W 0.807688 0.776103 -0.364818 0.778 0.615 -0.414
C -2.025882 -1.749907 -4.596560 0.115 0.093 0.077
N -1.010927 -0.912318 -3.934167 -0.228 -0.237 -0.374
C -0.081469 -0.129811 -4.569933 -0.126 -0.079 -0.091
C 0.654133 0.463700 -3.594920 0.110 -0.131 0.043
N 0.194782 0.032480 -2.373037 0.248 0.365 0.004
C -0.817187 -0.791650 -2.611591 -0.111 -0.070 -0.036
P -1.798344 -1.593993 -1.309399 0.010 -0.067 -0.009
C -2.141521 -0.057354 -0.389071 -0.034 -0.107 -0.101
N -1.252513 0.887118 -0.095778 -0.082 0.322 0.291
C -1.924330 1.933254 0.487299 0.025 -0.118 0.086
C -3.240037 1.602546 0.544645 -0.175 -0.036 0.051
N -3.358897 0.354992 -0.008496 -0.626 -0.176 0.085
C -4.622318 -0.389715 -0.155382 0.134 0.166 -0.016
C -0.317941 -2.133588 -0.393852 -0.160 -0.066 0.160
N 0.723429 -1.358606 -0.118329 0.407 0.394 -0.067
C 1.626790 -2.108891 0.590227 -0.039 0.057 -0.057
C 1.120731 -3.358793 0.731170 -0.161 -0.178 0.009
N -0.108938 -3.354560 0.118372 -0.076 -0.500 -0.041
C -1.009200 -4.518028 0.005935 0.112 0.152 0.015
H -1.947803 -1.604590 -5.667996 0.045 0.048 -0.040
H -3.024484 -1.463627 -4.278483 -0.004 0.067 0.039
H -1.860498 -2.800721 -4.373504 0.067 -0.004 0.033
H -0.020194 -0.051381 -5.645215 -0.061 -0.049 0.137
H 1.456404 1.170464 -3.696123 -0.040 0.011 0.018
H -1.416133 2.818443 0.825317 0.030 0.024 -0.005
H -4.084375 2.145628 0.939200 0.036 -0.088 -0.064
H -5.349582 0.020936 0.535671 0.009 0.056 0.071
H -4.471788 -1.437238 0.082091 0.077 -0.048 0.040
H -5.008641 -0.296713 -1.166815 0.039 0.050 -0.062
H 2.542359 -1.699004 0.975638 0.025 0.018 0.024
H 1.522288 -4.232351 1.219989 -0.079 0.049 -0.053
H -0.648395 -5.299756 0.665069 0.056 0.013 0.054
H -1.021336 -4.894583 -1.013706 0.053 0.034 -0.035
H -2.017654 -4.247118 0.306985 0.017 0.070 0.029
Cl 0.123745 1.008735 7.309523 -0.008 0.023 0.023
C 0.418486 0.949098 5.628452 -0.035 -0.001 0.239
C -0.255048 0.039959 4.830403 -0.103 -0.135 -0.122
Cl -1.393699 -1.026868 5.535534 -0.056 -0.013 0.081
C -0.005829 -0.019232 3.461261 0.271 0.154 -0.370
Cl -0.906213 -1.190680 2.562620 0.030 0.101 -0.308
C 0.940051 0.819608 2.835385 -0.171 -0.009 -0.172
O 1.264180 0.745081 1.500418 -0.082 -0.398 1.376
C 1.599422 1.736084 3.675431 -0.010 -0.079 -0.378
Cl 2.769775 2.822868 3.047761 0.095 -0.093 -0.395
C 1.341907 1.800974 5.042117 0.141 0.128 -0.009
Cl 2.181920 2.933046 6.008041 -0.020 0.009 0.086
N 3.149714 0.843983 -0.876340 -0.613 0.300 0.261
C 3.805462 2.113354 -0.413698 -0.069 -0.020 -0.356
C 3.061633 3.361180 -0.920449 -0.078 0.032 -0.072
C 1.614774 3.033195 -0.746329 -0.056 0.513 -0.333
O 1.005358 3.094422 0.332133 -0.002 -0.629 -0.237
O 1.058820 2.360878 -1.720914 0.155 -0.306 0.372
H 3.677348 0.069349 -0.498587 0.116 -0.201 0.146
H 3.255696 0.782023 -1.881415 -0.060 -0.089 -0.252
H 4.846094 2.144953 -0.724527 0.065 -0.026 -0.079
H 3.764225 2.089161 0.653896 0.004 0.029 0.694
H 3.259219 3.538438 -1.973851 0.055 0.051 -0.075
H 3.354742 4.229005 -0.337320 0.041 0.009 0.075
```
Positions in Å, forces in eV/Å.

Calculated values
- HOMO energy (alpha / beta) (eV) = -13.10 / -13.35
- orbital gap (alpha / beta) (eV) = 7.160 / 6.981
- spin multiplicity = 3
- lowest unoccupied orbital energy (alpha / beta) (eV) = -5.94 / -6.37
- total charge = +2

A molecular structure, C24H18Br4MnN5O4S4, computed with wB97M-V/def2-TZVPD.

Structure (XYZ):
```
60
Properties=species:S:1:pos:R:3:forces:R:3
Mn 1.480904 -1.557542 0.269238 0.146 0.122 0.118
Br 1.527669 -3.393457 -6.380854 0.003 -0.004 -0.007
C 1.112238 -2.553266 -4.735400 -0.018 0.017 -0.017
C 0.030128 -1.698973 -4.635282 0.010 -0.022 -0.008
Br -1.077154 -1.352631 -6.131329 -0.007 0.003 -0.013
C -0.248585 -1.082330 -3.403448 0.002 0.010 0.005
Br -1.783422 0.006722 -3.156409 -0.030 -0.007 0.001
C 0.551830 -1.276043 -2.283145 0.033 -0.037 -0.018
O 0.346315 -0.707181 -1.125455 -0.025 -0.008 0.063
C 1.658827 -2.193423 -2.378400 -0.043 0.020 -0.012
O 2.332303 -2.431230 -1.291990 -0.034 -0.002 0.080
C 1.907848 -2.803463 -3.605525 0.011 -0.005 0.025
Br 3.359408 -4.019204 -3.648105 -0.004 0.005 0.007
S -4.976396 -2.637779 3.809126 0.029 0.052 -0.097
N -4.188611 -3.580418 2.754741 0.027 -0.025 0.058
C -3.067055 -2.957235 2.444983 -0.016 0.020 -0.012
C -2.046144 -3.450039 1.536125 -0.035 0.014 0.013
C -2.103323 -4.662323 0.852738 0.063 -0.039 -0.045
C -1.056216 -5.005131 0.019345 -0.036 0.054 0.042
C 0.024668 -4.135404 -0.115096 -0.045 -0.051 -0.027
N 0.082038 -2.980874 0.535788 -0.074 0.001 -0.044
C -0.934144 -2.634034 1.341671 0.035 0.003 -0.019
C -0.785151 -1.347508 2.002070 0.007 0.024 0.003
N 0.339066 -0.671424 1.695177 -0.008 -0.086 -0.096
C 0.533251 0.510232 2.270288 -0.020 0.054 0.034
C -0.363639 1.049416 3.191681 -0.040 -0.071 -0.022
C -1.520007 0.364168 3.504043 0.065 0.045 0.009
C -1.745226 -0.865544 2.889104 -0.035 -0.004 -0.010
C -2.918137 -1.696276 3.105940 -0.011 -0.002 -0.022
N -3.933872 -1.401881 3.896446 0.025 -0.041 0.060
H -2.960812 -5.309202 0.982482 -0.003 -0.003 -0.004
H -1.063850 -5.932212 -0.535591 0.000 -0.004 -0.002
H 0.868710 -4.346137 -0.761351 0.010 0.002 0.010
H 1.424680 1.042399 1.969732 0.011 -0.007 0.005
H -0.142029 2.010700 3.633879 0.006 0.014 -0.002
H -2.245662 0.755014 4.205249 -0.002 0.004 -0.002
C 2.145872 4.584176 0.078008 -0.019 -0.013 0.029
C 2.950061 3.409452 -0.469703 -0.036 -0.033 -0.034
S 2.077109 1.865513 -0.800050 -0.044 0.004 0.016
C 0.840492 2.333506 -2.028271 0.080 -0.009 0.013
C -0.450103 3.005728 -1.548850 -0.035 -0.003 0.006
S -1.146846 2.263990 -0.046829 -0.006 0.019 -0.009
C -1.543782 3.725516 0.942923 -0.001 -0.046 -0.007
C -0.473196 4.802412 1.133213 0.029 -0.017 0.000
S 1.192127 4.240856 1.594524 -0.003 0.004 -0.013
H 1.446997 4.941931 -0.675178 -0.009 0.008 -0.008
H 2.831008 5.406165 0.295201 -0.003 0.003 -0.001
H 3.722327 3.117220 0.245153 0.006 -0.001 0.000
H 3.464993 3.749529 -1.373385 0.014 0.009 0.003
H 0.587665 1.382249 -2.493700 0.021 0.020 0.013
H 1.305995 2.957562 -2.796779 -0.006 -0.005 -0.009
H -1.185277 2.932288 -2.352199 0.016 0.010 0.005
H -0.289293 4.062425 -1.350862 0.005 0.029 -0.004
H -1.806988 3.297944 1.913236 -0.009 0.011 0.002
H -2.443868 4.216454 0.561144 -0.001 0.003 0.010
H -0.813028 5.476181 1.922396 -0.006 0.007 -0.007
H -0.372638 5.415648 0.238330 -0.004 0.004 0.000
O 2.825016 -2.407383 1.553519 0.046 -0.016 -0.002
N 3.567862 -1.407649 1.699766 0.036 -0.014 0.032
O 3.147047 -0.428198 1.035929 -0.069 -0.021 -0.092
```
Positions in Å, forces in eV/Å.

Calculated values
- HOMO energy (alpha / beta) (eV) = -3.95 / -3.94
- orbital gap (alpha / beta) (eV) = 5.269 / 5.251
- spin multiplicity = 2
- lowest unoccupied orbital energy (alpha / beta) (eV) = 1.32 / 1.31
- total charge = -1

A molecular structure, C27H21N4Te4Zn in a non-equilibrium geometry, computed with wB97M-V/def2-TZVPD.

Structure (XYZ):
```
57
Properties=species:S:1:pos:R:3:forces:R:3
Zn -9.172379 7.601586 12.394860 0.503 -0.603 1.248
C -6.088071 10.467074 14.142517 -0.844 -0.813 0.082
C -6.687548 10.853159 15.325456 0.451 -0.516 -1.283
C -8.021832 10.580454 15.497348 -1.790 -0.592 2.107
C -8.755498 9.817374 14.595097 2.424 0.347 -1.254
N -8.106620 9.328742 13.508618 -0.188 0.104 0.302
C -6.840300 9.665899 13.266471 0.318 0.437 0.424
C -10.186862 9.513460 14.653633 -0.177 0.870 0.025
C -11.061012 10.306416 15.395481 -0.696 -1.232 -0.059
C -12.411853 9.931451 15.421380 0.504 -0.686 -0.087
C -12.782409 8.804357 14.685324 2.477 -0.358 -1.194
C -11.843228 8.108849 13.850037 -0.622 2.663 1.710
N -10.583006 8.556648 13.835638 -0.658 -1.568 -0.246
C -12.225057 7.071683 12.865068 1.963 0.674 0.019
C -13.409386 6.439350 12.764575 -2.294 -0.327 0.604
C -13.693013 5.573849 11.700993 1.530 1.370 1.164
C -12.681582 5.360842 10.808257 -1.083 -0.958 -1.946
C -11.500595 6.001885 10.988573 0.856 0.961 0.758
N -11.258969 6.848631 11.994384 0.837 -0.930 -1.322
H -5.035995 10.596755 13.979085 0.230 0.203 -0.245
H -6.056657 11.256250 16.073828 0.104 0.631 0.827
H -8.482426 10.727423 16.499931 0.310 0.376 -0.834
H -6.337339 9.308472 12.366422 -0.491 -0.139 0.120
H -10.645293 11.117445 15.947842 -0.077 0.509 0.297
H -13.149085 10.432830 16.050218 0.248 0.050 -0.344
H -13.743543 8.446648 14.580339 -2.159 -0.285 0.391
H -14.120333 6.730640 13.536010 -0.336 -0.537 -0.372
H -14.627076 5.160753 11.544144 -1.786 -0.783 -0.007
H -12.848151 4.808538 9.847206 0.214 0.323 1.220
H -10.740410 5.875969 10.266312 0.989 -0.003 -0.515
Te -8.394661 8.571518 10.185218 -1.236 0.661 -0.764
Te -5.865632 9.071483 9.714997 0.719 0.029 -0.161
Te -9.923071 12.142760 8.484636 -0.105 -0.002 0.299
Te -9.639266 11.081817 10.938410 0.292 -0.660 -0.520
C -4.281342 6.986541 14.231146 -0.044 1.026 0.714
C -4.815106 7.076888 12.952282 0.787 -0.402 -0.265
C -6.091046 6.585554 12.689181 0.188 0.404 -2.711
C -6.961300 6.182792 13.667630 -1.080 0.009 0.905
C -6.418043 6.176637 14.960619 -0.204 -0.450 0.483
C -5.136164 6.592137 15.275803 0.212 -0.688 -1.129
N -8.341662 5.953128 13.413656 0.060 0.076 0.006
C -9.063406 5.109108 14.324098 0.472 -0.578 -0.459
C -9.817859 5.608061 15.394034 -0.669 0.945 -0.120
C -10.613554 4.796898 16.195603 1.139 -0.755 -0.152
C -10.509593 3.421434 16.092339 1.168 -0.985 -1.628
C -9.734858 2.811193 15.068689 0.475 1.722 -1.226
C -9.061374 3.681457 14.141033 -0.362 0.005 0.578
H -3.263041 7.340192 14.456697 -0.519 -0.209 -0.204
H -4.204194 7.496831 12.125663 -0.570 -0.509 0.530
H -6.402204 6.525490 11.611571 0.187 0.326 1.147
H -7.035220 5.719931 15.707787 -0.258 0.152 0.678
H -4.781165 6.482041 16.287470 0.090 0.111 0.189
H -9.882694 6.691016 15.619465 0.372 -0.663 -0.489
H -11.167957 5.229049 16.993858 -0.467 0.306 0.482
H -10.930364 2.718524 16.754544 -0.941 -0.289 0.968
H -9.684879 1.706238 14.917141 -0.095 1.097 0.333
H -8.525301 3.313288 13.237250 -0.370 0.138 0.928
```
Positions in Å, forces in eV/Å.

Calculated values
- HOMO energy (eV) = -2.95
- orbital gap (eV) = 4.098
- lowest unoccupied orbital energy (eV) = 1.15
- total charge = -1

2 unconnected molecules or ions with the total composition C2H5N2P in a non-equilibrium geometry, computed with wB97M-V/def2-TZVPD.

Structure (XYZ):
```
10
Properties=species:S:1:pos:R:3:forces:R:3
C 0.890840 -1.848600 -0.928133 -0.826 1.890 2.211
C 0.381790 0.259981 0.509578 -0.474 1.064 -1.577
N 0.292952 -2.832557 -0.491278 0.509 0.716 -0.540
N 0.148464 1.318192 -0.110570 0.638 -2.498 0.837
P -0.454143 2.933913 -0.032547 -1.686 -0.303 0.225
H 1.679444 -1.419813 -1.529789 0.082 -0.646 -0.527
H 0.264485 -0.104450 1.570887 -0.045 0.549 -0.703
H 0.571084 -3.696249 -0.930618 0.064 -0.954 -0.287
H 0.589618 3.509468 -0.782838 -0.257 -0.069 -0.597
H -1.613186 2.772944 -1.057211 1.995 0.252 0.959
```
Positions in Å, forces in eV/Å.

Calculated values
- HOMO energy (alpha / beta) (eV) = -6.84 / -7.02
- orbital gap (alpha / beta) (eV) = 7.644 / 7.555
- lowest unoccupied orbital energy (alpha / beta) (eV) = 0.80 / 0.53

Calculated values (eV) of energy above the lowest of the compared OMol25 structures with the same formula, charge and spin for the records, taken in order: 1.942, 1.144, 0.288, 0.234, 0.694, 5.214.